The following is a DFT calculation (ωB97M-V/def2-TZVPD) of a cluster of 2 separate species, C5H11N2 in total.

Last column: natural (NBO) charge in e.
Positions of all 18 atoms, in Å:
H  -2.03470  1.95196  1.48158  0.2469
H  2.43716  -2.47090  0.38582  0.2387
H  2.95841  -1.49120  1.77425  0.2421
H  -1.39780  0.30283  1.84556  0.2285
C  2.17859  -1.53559  0.98779  -0.8750
N  0.39515  0.35443  -1.41847  -0.3554
C  -1.39084  1.16381  1.21398  -0.4079
C  -0.44121  0.05741  -0.58766  0.6403
C  -2.75990  0.18105  -0.48190  -0.0928
C  1.49694  0.35365  -2.08339  -0.0272
H  -3.00990  -0.33462  -1.44109  0.2249
H  2.23487  -0.60880  0.41432  0.1825
H  -3.70828  0.50175  -0.11276  0.2279
H  1.18347  -1.67461  1.59717  0.2138
H  2.38502  0.69152  -1.52803  0.2275
N  -1.60926  0.63196  -0.11861  -0.3724
H  -0.37429  1.61105  1.21442  0.2293
H  1.45658  0.31430  -3.14299  0.2283

Computed properties:
Frontier orbital gap (alpha / beta)   0.2235 / 0.3474 Eh
LUMO (alpha / beta)   -5.0 / -6.7 eV
Relative energy (zero: lowest compared OMol25 entry of this formula, charge and spin)   64.22 kcal/mol
HOMO (alpha / beta)   -11.12 / -16.13 eV
Net charge   +1
Spin multiplicity   3